Entry 1:
Computed, not measured: a cluster of 2 separate species, C11H20BNO7 in total at a distorted geometry, with ωB97M-V/def2-TZVPD.

Total energy (eV): -28225.2792
LUMO energy (Ha): 0.009
Kohn-Sham gap (eV): 10.16
HOMO energy (eV): -9.9
Max |F| (eV/Å): 7.0

ORCA input file:
```
! wB97M-V def2-TZVPD RIJCOSX def2/J DEFGRID3
* xyz 0 1
C -5.817 1.826 -1.741
C -4.587 1.496 -1.375
C -3.152 0.768 -1.100
O -2.131 1.506 -1.826
C -1.282 2.261 -0.945
O -1.818 3.106 -0.136
N 0.214 2.089 -0.869
C 0.431 1.323 0.411
C 1.866 0.601 0.541
C 2.013 0.147 2.116
C 0.936 -1.035 2.472
O 0.064 -0.709 3.366
O 0.991 -2.347 1.873
C -0.328 -2.813 1.458
C -0.688 -2.227 -0.023
B 0.627 1.318 -2.098
O 0.335 -0.106 -2.312
O 1.404 1.969 -3.140
C 2.561 2.670 -2.590
H -6.951 2.065 -1.727
H -3.211 -0.358 -1.395
H -3.010 0.773 0.051
H 0.387 2.114 1.271
H -0.465 0.611 0.620
H 1.953 -0.395 -0.056
H 2.766 1.310 0.355
H 1.846 1.059 2.798
H 3.100 -0.221 2.323
H -1.166 -2.634 2.232
H -0.273 -3.972 1.325
H 0.341 -2.025 -0.534
H -1.345 -1.288 0.054
H -1.237 -2.988 -0.694
H 1.228 -0.549 -2.383
H 2.412 3.814 -2.749
H 3.493 2.349 -3.197
H 2.727 2.518 -1.463
O 2.102 -4.966 2.827
H 1.622 -5.032 3.662
H 2.045 -4.028 2.598
*
```

=====

Entry 2:
Computed, not measured: the molecule C6H15NO at a distorted geometry, with ωB97M-V/def2-TZVPD.

Total energy (eV): -10001.5907
LUMO energy (Ha): 0.037
Energy relative to the best compared isomer or geometry (same formula, charge and spin) (kcal/mol): 50.0
Kohn-Sham gap (eV): 9.17
HOMO energy (eV): -8.2
Max |F| (eV/Å): 2.4

ORCA input file:
```
! wB97M-V def2-TZVPD RIJCOSX def2/J DEFGRID3
* xyz 0 1
C 1.090 0.199 -0.642
C 0.106 0.780 -1.696
C -1.315 0.757 -1.256
O 0.479 2.190 -1.844
C 0.642 -1.022 0.126
N -0.209 -0.783 1.292
C -1.214 -1.817 1.550
C 0.598 -0.340 2.455
H 2.018 -0.056 -1.181
H 1.513 1.040 -0.077
H 0.376 0.344 -2.656
H -2.030 0.880 -2.079
H -1.620 -0.239 -0.916
H -1.521 1.511 -0.501
H 0.010 2.493 -2.615
H 0.288 -1.740 -0.622
H 1.556 -1.482 0.548
H -0.815 -2.837 1.558
H -2.029 -1.702 0.838
H -1.586 -1.571 2.544
H 1.525 -0.941 2.408
H 0.068 -0.645 3.353
H 0.852 0.703 2.294
*
```

=====

Entry 3:
Computed, not measured: a cluster of 2 separate species, C4H11OS2 in total, with ωB97M-V/def2-TZVPD.

Total energy (eV): -28042.1998
<S²>: 0.754
LUMO energy (alpha / beta) (Ha): 0.029 / -0.065
Energy relative to the best compared isomer or geometry (same formula, charge and spin) (kcal/mol): 33.5
Kohn-Sham gap (alpha / beta) (eV): 9.49 / 6.95
HOMO energy (alpha / beta) (eV): -8.7 / -8.7
Max |F| (eV/Å): 0.9

ORCA input file:
```
! wB97M-V def2-TZVPD RIJCOSX def2/J DEFGRID3
* xyz 0 2
C -0.850 1.989 -0.054
S 0.463 1.464 1.113
S -0.510 -0.005 2.165
C -0.437 -1.405 1.018
H -0.999 1.187 -0.766
H -1.735 2.219 0.511
H -0.480 2.883 -0.545
H 0.570 -1.798 0.994
H -1.148 -2.136 1.374
H -0.719 -1.104 0.023
C 0.592 -0.680 -2.294
O -0.717 -0.875 -2.016
C 1.374 -1.929 -2.689
H 1.098 -0.178 -1.455
H 0.675 0.088 -3.075
H 2.433 -1.730 -2.721
H 1.070 -2.279 -3.681
H 1.189 -2.728 -1.981
*
```

=====

Entry 4:
Computed, not measured: a structure of composition C19H23N2O4S2Tm at a distorted geometry, with ωB97M-V/def2-TZVPD.

Total energy (eV): -82451.4400
<S²>: 2.002
LUMO energy (alpha / beta) (Ha): -0.004 / -0.004
Energy relative to the best compared isomer or geometry (same formula, charge and spin) (kcal/mol): 6.3
Kohn-Sham gap (alpha / beta) (eV): 7.07 / 7.07
HOMO energy (alpha / beta) (eV): -7.2 / -7.2
Max |F| (eV/Å): 1.9

ORCA input file:
```
! wB97M-V def2-TZVPD RIJCOSX def2/J DEFGRID3
* xyz 0 3
Tm 0.248 -0.415 -0.171
C 0.961 1.424 2.606
C 1.711 0.220 3.194
C 1.000 -0.287 4.444
C 1.895 -0.845 2.126
C 2.807 -0.627 1.086
C 2.965 -1.544 0.057
C 2.212 -2.718 0.018
C 2.399 -3.718 -1.090
C 1.336 -2.955 1.076
C 1.189 -2.044 2.117
H 0.842 2.215 3.351
H -0.048 1.132 2.305
H 1.475 1.855 1.745
H 2.710 0.556 3.476
H -0.046 -0.535 4.232
H 1.004 0.489 5.213
H 1.486 -1.174 4.861
H 3.423 0.264 1.092
H 3.699 -1.355 -0.715
H 1.523 -4.359 -1.196
H 3.265 -4.354 -0.880
H 2.565 -3.213 -2.043
H 0.783 -3.887 1.109
H 0.509 -2.283 2.922
C 1.208 2.404 -3.911
C 0.887 1.230 -2.984
S 1.650 1.369 -1.376
C 0.139 0.195 -3.401
C -0.494 0.168 -4.776
S -0.209 -1.305 -2.487
H 1.818 3.140 -3.393
H 0.306 2.911 -4.271
H 1.766 2.072 -4.792
H -0.133 0.972 -5.419
H -1.582 0.253 -4.697
H -0.290 -0.786 -5.269
O -5.544 0.415 1.495
C -5.176 1.466 0.780
O -5.931 2.356 0.480
C -3.763 1.509 0.311
C -3.292 2.535 -0.472
N -2.001 2.282 -0.722
N -1.592 1.168 -0.154
C -2.648 0.670 0.480
C -2.458 -0.631 1.205
O -3.365 -1.100 1.867
O -1.273 -1.147 1.060
H -4.785 -0.198 1.636
H -3.808 3.407 -0.849
H -1.342 2.803 -1.274
*
```

=====

Entry 5:
Computed, not measured: a structure of composition C25H37N2OPSSiTc at a distorted geometry, with ωB97M-V/def2-TZVPD.

Total energy (eV): -61746.9013
<S²>: 3.809
LUMO energy (alpha / beta) (Ha): -0.002 / -0.023
Energy relative to the best compared isomer or geometry (same formula, charge and spin) (kcal/mol): 63.5
Kohn-Sham gap (alpha / beta) (eV): 3.68 / 6.83
HOMO energy (alpha / beta) (eV): -3.7 / -7.4
Max |F| (eV/Å): 4.7

ORCA input file:
```
! wB97M-V def2-TZVPD RIJCOSX def2/J DEFGRID3
* xyz 0 4
Tc 0.011 -0.225 -0.151
Si -0.308 -2.574 0.662
P -0.444 -1.233 -2.140
N -1.656 0.447 -0.233
H 0.597 -1.297 0.835
C -0.413 0.132 -3.356
H -0.854 -0.220 -4.301
H 0.624 0.464 -3.496
H -1.004 0.968 -2.964
C 0.600 -2.482 -2.950
H 0.159 -2.704 -3.932
H 0.627 -3.395 -2.345
H 1.613 -2.081 -3.076
C -2.143 -1.870 -2.479
H -2.212 -2.127 -3.547
H -2.891 -1.100 -2.252
H -2.362 -2.760 -1.877
C 1.332 -3.382 1.201
H 1.923 -2.759 1.887
H 1.962 -3.626 0.337
H 1.058 -4.310 1.711
H -1.194 -2.467 1.848
H -0.839 -3.558 -0.329
C -2.852 0.832 0.070
C -4.506 2.579 0.190
C -3.206 2.207 -0.080
C -3.767 -0.124 0.625
C -5.063 0.278 0.885
C -5.421 1.621 0.674
H -4.798 3.620 0.037
H -2.402 2.874 -0.408
H -3.385 -1.134 0.824
H -5.786 -0.452 1.263
H -6.432 1.942 0.915
C 3.333 0.839 -1.450
O 2.186 1.141 -1.897
C 3.873 1.582 -0.185
H 4.441 0.936 0.560
H 3.002 1.970 0.400
H 4.540 2.422 -0.550
C 3.882 -0.621 -1.677
H 4.247 -0.683 -2.735
H 3.108 -1.420 -1.476
H 4.735 -0.857 -0.988
N 0.382 0.589 1.753
S 1.026 -0.202 3.091
C 2.565 0.652 3.383
C 2.639 2.040 3.337
C 3.875 2.677 3.461
C 5.034 1.924 3.692
C 4.958 0.525 3.780
C 3.727 -0.120 3.595
C -0.035 0.460 4.393
C 0.490 0.933 5.601
C -0.362 1.474 6.569
C -1.743 1.492 6.349
C -2.276 0.990 5.152
C -1.421 0.458 4.178
H 0.153 1.559 1.994
H 1.723 2.618 3.204
H 3.924 3.769 3.378
H 5.994 2.431 3.814
H 5.854 -0.062 3.989
H 3.643 -1.201 3.630
H 1.568 0.896 5.764
H 0.061 1.884 7.494
H -2.417 1.883 7.117
H -3.352 1.009 4.966
H -1.815 0.056 3.247
*
```

=====

Entry 6:
Computed, not measured: the molecule C5H8O, with ωB97M-V/def2-TZVPD.

Total energy (eV): -7361.0545
LUMO energy (Ha): 0.039
Energy relative to the best compared isomer or geometry (same formula, charge and spin) (kcal/mol): 27.7
Kohn-Sham gap (eV): 10.58
HOMO energy (eV): -9.5
Max |F| (eV/Å): 0.5

ORCA input file:
```
! wB97M-V def2-TZVPD RIJCOSX def2/J DEFGRID3
* xyz 0 1
C 1.176 -0.976 0.957
C -0.109 0.922 -0.231
C -0.411 0.209 -1.519
C -1.388 0.118 -0.400
C 0.533 0.387 0.997
O 0.428 1.010 2.034
H 2.229 -0.825 1.204
H 0.734 -1.626 1.717
H 1.111 -1.453 -0.023
H -0.112 2.006 -0.262
H -0.693 0.890 -2.316
H 0.126 -0.676 -1.850
H -2.341 0.626 -0.402
H -1.395 -0.824 0.148
*
```